1.
Computed, not measured: an isolated molecule of C2H3NS, with ωB97M-V/def2-TZVPD.

Output
total charge = 0
frontier orbital gap = 6.1 eV
E_LUMO = -1.15 eV
energy above the lowest of the compared OMol25 structures with the same formula, charge and spin = 79.6 kcal per mole
HOMO = -0.2645 Ha
calculated total energy = -530.807866 a.u.

Geometry as XYZ:
```
7
C2H3NS ωB97M-V/def2-TZVPD
C -0.046 1.075 1.196
C 0.030 -0.734 -0.553
N 0.232 0.085 0.601
S 0.902 -0.064 -1.930
H -0.405 2.034 1.538
H 0.398 -1.746 -0.234
H -1.111 -0.650 -0.619
```

=====

2.
Computed, not measured: a cluster of 2 separate species, C3H7NO2S in total, with ωB97M-V/def2-TZVPD.

Output
SMILES = C=C=O.CNSO
total charge = 0
frontier orbital gap = 9.5 eV
E_LUMO = 0.57 eV
energy above the lowest of the compared OMol25 structures with the same formula, charge and spin = 81.2 kcal per mole
HOMO = -0.3283 Ha
calculated total energy = -721.833224 a.u.

Geometry as XYZ:
```
14
C3H7NO2S ωB97M-V/def2-TZVPD
C 0.827 -0.098 2.190
C 1.917 0.491 1.829
O 2.758 1.100 1.324
H 0.909 -1.103 2.490
H -0.078 0.236 1.730
C -0.188 -1.264 -1.221
N -0.181 0.127 -1.218
S -1.353 1.159 -1.887
O -2.161 1.511 -0.393
H -1.248 -1.521 -1.012
H 0.362 -1.759 -0.469
H 0.007 -1.790 -2.230
H 0.679 0.462 -0.893
H -2.250 2.448 -0.240
```

=====

- Which value of calculated total energy does entry 2 give?
  -721.833224 a.u.

=====

- Which of these has the highest HOMO?
  C2H3NS